[1]
C11H17NO5 | ωB97M-V/def2-TZVPD

Calculated values
- Total charge: 0
- LUMO level: 0.74 eV
- E: -860.3505 Eh
- F_max: 0.5 eV Å⁻¹
- E_HOMO: -9.4 eV
- Gap between HOMO and LUMO: 10.112 eV

Each line ends with the Löwdin charge.
Atoms and positions in Å:
C  1.83173  5.02610  -1.86649  -0.063
C  0.69589  4.44543  -1.04742  -0.212
H  0.41787  5.10415  -0.21805  0.130
H  -0.19553  4.27424  -1.66180  0.129
O  1.12690  3.18823  -0.50812  0.029
C  0.31846  2.60119  0.35976  -0.435
O  -0.75985  3.02199  0.69663  0.133
C  0.97249  1.34950  0.96099  -0.368
O  1.80486  1.47157  1.83862  0.094
N  0.55293  0.17559  0.46611  -0.035
C  -0.49880  0.01354  -0.50942  -0.123
H  -0.74648  0.97746  -0.95417  0.125
C  -1.73927  -0.59280  0.15111  -0.105
H  -2.49391  -0.77745  -0.61369  0.124
H  -2.13925  0.11901  0.87511  0.127
C  -1.39271  -1.90029  0.86825  -0.213
C  -1.07611  -3.01147  -0.11999  -0.482
O  -1.00418  -2.89616  -1.31512  0.120
O  -0.89626  -4.17293  0.51822  -0.036
C  -0.59419  -5.29876  -0.29543  -0.042
H  -0.55585  -6.15511  0.37252  0.094
H  -1.36705  -5.43567  -1.05419  0.097
H  0.36698  -5.15917  -0.79439  0.098
H  -2.25530  -2.24341  1.44949  0.155
C  -0.21161  -1.68757  1.82721  -0.106
H  0.08429  -2.63735  2.27262  0.119
C  0.97088  -1.06406  1.08693  -0.111
H  1.78279  -0.83152  1.77831  0.127
H  1.33755  -1.74117  0.30852  0.137
H  -0.52243  -1.01118  2.62540  0.130
H  -0.14396  -0.65570  -1.29914  0.127
H  1.52902  5.98233  -2.28328  0.078
H  2.70657  5.17087  -1.23885  0.080
H  2.09358  4.35054  -2.67627  0.078

***

[2]
C2BaF5NO4S2 | ωB97M-V/def2-TZVPD

Calculated values
- Total charge: 0
- ΔE to the lowest compared entry with this formula, charge and spin: 0.0 kcal/mol
- LUMO level: -1.63 eV
- E: -1752.9812 Eh
- F_max: 7.8 eV Å⁻¹
- E_HOMO: -7.3 eV
- Gap between HOMO and LUMO: 5.639 eV

Each line ends with the Löwdin charge.
Atoms and positions in Å:
Ba  0.59379  3.57421  0.45904  1.997
N  -0.43518  -0.18959  0.00767  -0.300
S  1.12556  0.00130  -0.69328  0.701
O  0.99474  -0.56517  -2.03049  -0.317
O  1.38021  1.48353  -0.59576  -0.682
C  2.58237  -0.77805  0.20316  -0.385
F  2.24956  -0.71075  1.53081  -0.071
F  2.49945  -2.11390  -0.08426  -0.056
S  -1.28770  1.07126  0.69662  0.712
O  -0.34310  1.59253  1.77377  -0.709
O  -1.38176  2.24260  -0.27102  -0.737
C  -1.82581  -1.12794  -0.13883  -0.541
F  -1.72495  -1.78343  1.02449  0.143
F  -1.82378  -2.24718  -0.89580  0.115
F  -2.60338  -0.44942  -0.98614  0.130

***

[3]
C5H10O2 | ωB97M-V/def2-TZVPD

Calculated values
- Total charge: 0
- ΔE to the lowest compared entry with this formula, charge and spin: 64.2 kcal/mol
- LUMO level: 0.61 eV
- E: -346.9232 Eh
- F_max: 2.9 eV Å⁻¹
- E_HOMO: -9.6 eV
- Gap between HOMO and LUMO: 10.192 eV

Each line ends with the Löwdin charge.
Atoms and positions in Å:
O  0.06256  0.39414  -2.15958  0.034
C  -0.10779  -0.75142  -1.81339  -0.233
C  0.01324  -1.28597  -0.41372  -0.155
C  -0.11990  -0.20096  0.65348  -0.209
C  -0.99460  -0.52164  1.85961  -0.166
C  -1.00008  0.32027  2.89055  -0.011
H  -0.76559  -1.38174  -2.45568  0.128
H  1.04824  -1.67249  -0.38739  0.129
H  -0.64683  -2.14330  -0.31521  0.110
H  -0.39901  0.73525  0.15800  0.112
H  0.81807  0.21716  1.06708  0.122
H  -1.70885  -1.32495  1.72381  0.092
H  -1.81491  0.43582  3.60181  0.053
H  -0.16250  0.95463  3.15103  0.057
H  2.64173  1.97982  -2.18170  0.030
H  1.19678  1.80381  -2.71320  -0.006
O  1.93944  2.44157  -2.66551  -0.087

***

[4]
C3H3MgNaO3 | ωB97M-V/def2-TZVPD

Calculated values
- ⟨S²⟩: 0.75
- Total charge: +1
- Multiplicity: 2
- LUMO level (spin up / spin down): -4.93 / -4.93 eV
- E: -703.8983 Eh
- F_max: 7.7 eV Å⁻¹
- E_HOMO (spin up / spin down): -8.7 / -11.7 eV
- Gap between HOMO and LUMO (spin up / spin down): 3.747 / 6.726 eV

Each line ends with the Löwdin charge.
Atoms and positions in Å:
C  -2.25132  -0.41231  0.08718  -0.140
C  -0.89600  -0.98817  0.06971  -0.113
O  0.11961  0.03826  0.44402  -0.064
O  -2.57215  0.72033  -0.39418  -0.078
H  -0.63447  -1.36697  -0.92664  0.150
H  -0.80984  -1.79931  0.80732  0.139
O  1.72096  -1.48309  0.14808  -0.227
C  1.38090  -0.29288  0.43785  -0.496
Na  -5.00963  1.74374  -0.15078  0.884
Mg  3.43093  -0.48826  0.52958  0.743
H  -3.52305  -0.82844  0.46716  0.202